# 1
Here is a cluster of 2 separate species, C11H11N3O in total in a non-equilibrium geometry from OMol25. Energies are from wB97M-V/def2-TZVPD.

Summary:
Net charge: 0
LUMO energy (alpha / beta), Ha: -0.0768 / -0.0769
Largest force on an atom, hartree/bohr: 0.0939
Kohn-Sham gap (alpha / beta), eV: 6.95 / 6.95
HOMO (alpha / beta), eV: -9.04 / -9.04
Energy above the lowest of the compared OMol25 structures with the same formula, charge and spin, kJ/mol: 728.56
E_tot, eV: -18094.9076

```
26
Properties=species:S:1:pos:R:3:forces:R:3:nbo_charge:R:1
C 0.239 2.567 -0.406 1.5 -4.4 -0.9 -0.63
C 1.855 -0.410 -1.422 -4.5 -0.6 0.2 -0.10
C -3.062 -1.164 0.549 2.7 -0.9 -0.4 -0.64
N -1.011 -0.885 -0.827 0.9 -0.1 -1.2 -0.37
C -1.719 1.008 0.194 -2.4 0.6 1.0 -0.35
H -2.415 -1.858 1.203 -1.9 0.7 -0.6 0.24
O 5.381 0.425 0.880 1.1 0.4 0.6 -0.45
H 0.886 2.288 -1.244 0.7 0.9 0.2 0.22
N -0.169 0.144 -1.133 1.7 0.6 0.5 -0.23
H 0.402 -1.882 -0.272 -1.3 -0.1 -0.6 0.37
C 2.768 0.604 -1.451 2.8 2.2 0.3 0.03
C -0.546 1.239 -0.399 1.3 2.8 -0.4 0.14
H 1.245 -0.887 -2.175 1.1 0.0 -0.8 0.30
H -0.188 3.467 -0.636 -1.9 1.9 -0.5 0.22
C 3.846 0.805 -0.874 -3.0 1.2 -3.6 -0.01
H -3.657 -0.453 1.032 -0.6 0.9 1.6 0.22
H 3.487 -1.238 1.513 0.0 -0.1 -1.4 0.27
C 4.476 0.159 0.173 -1.0 -2.5 1.7 0.51
H 4.114 -1.917 0.038 2.0 -2.9 -1.2 0.24
N 1.244 -1.974 0.241 2.0 -0.9 1.5 -0.53
C 2.151 -1.242 -0.226 0.2 -0.2 0.7 0.21
C -1.960 -0.365 -0.123 -2.1 0.3 1.5 0.19
H -2.393 1.803 0.726 1.5 -2.0 -1.0 0.23
H -3.783 -1.649 -0.081 0.2 -0.8 -0.6 0.23
H 0.816 2.664 0.491 0.4 0.0 0.5 0.22
C 3.559 -1.153 0.381 -1.4 2.9 3.0 -0.53
```
Forces are in eV/Å.

---

# 2
Here is the molecule C3H5Cl in a non-equilibrium geometry from OMol25. Energies are from wB97M-V/def2-TZVPD.

Summary:
Net charge: 0
LUMO energy, Ha: -0.0181
Largest force on an atom, hartree/bohr: 0.0944
Kohn-Sham gap, eV: 8.10
HOMO, eV: -8.59
Energy above the lowest of the compared OMol25 structures with the same formula, charge and spin, kJ/mol: 433.53
E_tot, eV: -15709.3529

```
9
Properties=species:S:1:pos:R:3:forces:R:3:nbo_charge:R:1
C -1.186 -0.554 -0.279 2.3 3.3 2.8 -0.54
H 0.665 -0.167 -1.006 1.3 -0.3 -0.5 0.22
Cl 2.365 1.323 1.590 -0.5 0.5 -0.1 0.05
H -1.242 -0.231 -1.287 -0.8 -0.5 -0.9 0.21
H -1.967 -0.103 0.365 0.6 -0.2 -0.4 0.21
H -1.037 -1.536 -0.016 -0.2 -2.5 -0.2 0.21
C 0.374 0.151 -0.026 0.5 -1.0 0.5 -0.55
C 1.830 -0.053 0.807 -2.9 -1.5 -1.3 0.01
H 0.198 1.169 -0.148 -0.3 2.1 0.2 0.18
```
Forces are in eV/Å.

---

# 3
Here is the molecule C17H18ClN3O2S in a non-equilibrium geometry from OMol25. Energies are from wB97M-V/def2-TZVPD.

Summary:
Net charge: 0
SMILES: Cc1cc(Cl)ccc1NC(=S)N1CCN(C(=O)c2ccco2)CC1
LUMO energy, Ha: 0.0200
Largest force on an atom, hartree/bohr: 0.0200
Kohn-Sham gap, eV: 8.91
HOMO, eV: -8.36
Energy above the lowest of the compared OMol25 structures with the same formula, charge and spin, kJ/mol: 136.13
E_tot, eV: -49844.3198

```
42
Properties=species:S:1:pos:R:3:forces:R:3:nbo_charge:R:1
C -1.477 -0.416 -0.180 -0.3 0.1 -0.3 -0.22
H -0.695 5.183 -0.098 0.0 0.1 -0.1 0.23
H -0.976 -4.082 -0.004 0.0 0.0 0.1 0.19
C -0.282 2.041 1.079 -0.5 0.5 0.0 0.21
H -0.951 0.415 -0.650 -0.1 -0.1 0.0 0.23
H 3.735 -5.055 -3.366 0.0 -0.1 -0.2 0.20
H -2.457 -0.062 0.158 0.1 0.0 -0.1 0.21
C -0.376 -3.167 0.077 0.1 -0.3 0.2 -0.23
O 2.096 -3.871 -2.962 -0.5 0.1 -0.4 -0.37
H 2.739 -2.461 -0.090 -0.1 0.1 0.2 0.25
C 0.015 3.229 0.395 -0.1 -0.2 0.1 -0.04
N 0.663 1.009 1.066 0.2 0.1 -0.3 -0.64
H 2.148 3.405 0.334 0.1 0.0 0.0 0.22
C -1.475 1.924 1.787 0.2 0.1 0.0 -0.24
C 2.722 -3.032 -0.998 -0.6 0.1 -0.4 -0.28
H -1.675 1.023 2.346 0.0 -0.1 0.0 0.23
H -2.525 -2.163 -0.986 0.0 0.0 0.0 0.19
H 1.627 1.298 1.177 -0.2 -0.2 0.0 0.43
C 1.731 -3.064 -1.943 0.6 0.3 0.8 0.16
C 3.742 -3.889 -1.470 -0.1 -0.3 -0.6 -0.32
H -3.309 2.868 2.357 -0.1 0.0 0.0 0.23
C -2.388 2.961 1.805 0.0 0.1 -0.1 -0.23
N -0.695 -0.896 0.946 0.3 0.4 0.1 -0.44
C -2.098 4.127 1.118 0.1 -0.2 0.0 -0.03
S 1.709 -1.162 2.027 0.6 -0.2 0.4 -0.26
C -0.906 4.264 0.426 -0.2 0.0 0.1 -0.22
H -1.985 -2.442 1.369 0.0 0.0 0.0 0.20
C 0.479 -2.278 -2.110 0.0 -0.1 -0.2 0.64
H 1.452 2.522 -1.025 0.1 0.0 -0.1 0.23
C -0.910 -2.296 1.234 0.0 -0.3 0.1 -0.24
C 3.301 -4.371 -2.664 0.7 -0.1 0.5 0.10
O 0.311 -1.562 -3.080 0.1 0.0 -0.3 -0.60
C 0.475 -0.319 1.312 0.0 -0.2 0.0 0.31
H 0.661 -3.443 0.258 -0.2 0.0 0.0 0.24
C 1.303 3.368 -0.355 -0.1 0.0 0.0 -0.64
H -1.720 -1.152 -2.212 -0.1 0.0 0.2 0.26
N -0.471 -2.406 -1.148 -0.2 0.1 0.1 -0.42
H 4.670 -4.108 -0.984 0.2 -0.1 0.0 0.23
C -1.640 -1.558 -1.203 0.0 0.2 -0.2 -0.24
H 1.306 4.282 -0.942 0.1 0.1 0.0 0.23
Cl -3.231 5.433 1.130 -0.1 0.2 0.0 0.01
H -0.397 -2.550 2.162 -0.2 0.0 -0.1 0.26
```
Forces are in eV/Å.

---

# 4
Here is a structure of composition C33H42CoN4OS2SiTe in a non-equilibrium geometry from OMol25. Energies are from wB97M-V/def2-TZVPD.

Summary:
Net charge: 0
LUMO energy (alpha / beta), Ha: -0.0155 / -0.0171
Largest force on an atom, hartree/bohr: 0.0554
Kohn-Sham gap (alpha / beta), eV: 5.46 / 6.40
HOMO (alpha / beta), eV: -5.88 / -6.87
2S+1: 4
Energy above the lowest of the compared OMol25 structures with the same formula, charge and spin, kJ/mol: 63.75
E_tot, eV: -117377.8002

```
85
Properties=species:S:1:pos:R:3:forces:R:3:lowdin_charge:R:1
H -1.622 -7.303 -4.289 -0.2 0.5 0.1 0.09
H 3.399 3.027 -1.978 0.0 0.0 0.3 0.12
H 0.846 -2.245 -2.382 0.0 -0.3 -0.3 0.02
C 1.865 1.426 -0.327 -0.5 -1.1 -0.4 -0.70
H -0.117 -3.743 0.851 0.1 0.0 0.2 0.09
H 4.485 7.101 -1.316 -0.1 0.4 0.0 0.10
H -4.602 2.201 -1.278 0.5 1.0 0.0 0.08
H -0.245 1.271 3.325 0.2 -0.3 -0.3 0.09
C -0.944 -3.290 -2.199 -2.3 0.7 1.5 -0.38
H 1.974 3.905 1.149 0.2 0.2 0.0 0.11
C -0.114 4.356 1.053 -0.3 0.5 -0.6 -0.21
C -2.916 4.890 -2.399 -0.7 0.3 0.3 -0.48
H -3.233 -3.593 4.743 0.2 0.2 -0.4 0.10
H -4.808 4.913 -1.321 0.2 -0.1 -0.1 0.10
H 0.353 5.146 -0.950 -0.3 0.2 0.4 0.06
H -0.474 -5.731 2.208 0.1 -0.5 0.2 0.09
C 4.083 2.208 0.643 1.2 -1.9 1.2 -0.38
C 1.799 -1.369 2.555 0.7 1.2 0.3 -0.09
C 4.402 6.103 -0.934 -0.2 -0.6 0.1 -0.06
C -3.206 -4.270 -2.230 -0.1 0.1 -0.3 -0.20
C 1.037 3.363 1.050 0.8 0.2 0.2 -0.15
H -0.428 -5.788 -2.865 -0.1 -0.3 0.1 0.12
Te -2.508 0.320 -2.290 -0.4 0.2 -0.9 0.80
H 0.692 6.281 0.363 0.1 0.0 0.1 0.06
C 0.709 -0.487 2.455 -1.1 -0.4 0.0 -0.34
H -3.624 -3.255 -2.225 0.5 0.1 0.0 0.11
C -3.869 2.942 -1.660 0.5 -2.0 -0.6 -0.30
H -2.696 -6.914 -2.956 0.1 0.2 -0.2 0.07
C -0.761 -3.697 1.725 -0.4 0.2 0.8 -0.15
C -3.465 -4.908 -0.860 -0.5 -0.6 -0.2 -0.06
C -1.383 -2.476 2.067 -0.1 0.2 -0.7 -0.34
C -1.850 -4.776 3.610 0.2 0.2 -0.1 -0.10
C 3.842 5.116 -1.749 0.5 -0.5 0.7 -0.06
H -3.719 -4.743 -3.088 -0.1 -0.1 0.9 0.11
C -3.991 4.334 -1.742 0.7 0.7 -0.3 -0.21
S 1.308 0.041 -1.197 2.4 1.1 -0.5 0.69
H 0.973 2.710 1.925 -0.1 0.0 -0.2 0.09
H 3.826 -1.534 3.215 0.7 -0.5 0.1 0.09
H 1.673 1.887 4.671 0.2 -0.1 0.0 0.10
H 1.751 -2.361 2.117 0.1 0.2 -0.2 0.09
H 5.275 6.531 1.012 0.2 0.0 -0.2 0.11
S -1.771 3.750 -2.968 -1.0 -1.2 0.8 0.88
Co -0.705 -0.616 -0.859 -0.7 0.4 -0.3 -0.29
H -2.977 -6.184 -4.546 -0.1 0.1 -0.2 0.07
C -0.978 -4.831 2.504 -0.5 0.5 0.1 -0.10
H -1.046 3.816 0.870 -0.1 0.0 0.1 0.11
H -0.976 6.009 -0.137 0.0 -0.1 0.1 0.06
C 3.801 3.786 -1.309 -0.6 0.6 -0.3 -0.01
N -1.802 -4.254 -2.655 0.3 0.6 0.6 -0.07
H -2.078 -2.665 -0.630 0.3 -0.2 -0.7 0.05
H -2.824 -4.531 -0.066 0.2 0.1 -0.1 0.05
H -2.942 -1.597 3.259 -0.1 0.8 0.2 0.08
C 1.758 1.010 4.034 -0.3 0.1 -0.1 -0.10
O 4.865 1.839 1.518 -1.1 0.3 -1.1 0.09
H -2.018 -5.639 4.257 0.2 0.1 -0.3 0.10
C -2.538 -3.597 3.895 0.1 0.2 -0.7 -0.08
H -3.339 -6.005 -0.887 -0.1 0.4 0.0 0.07
C -2.733 2.413 -2.275 -0.6 1.1 0.5 -0.99
H -1.887 0.149 1.744 0.2 0.0 0.5 -0.03
H 0.979 -3.985 -2.739 -0.1 0.3 -0.2 0.10
H 3.419 0.309 0.351 -0.5 0.6 0.0 0.14
H 0.308 2.525 -0.756 -0.5 -0.1 -0.1 0.11
H -2.795 5.945 -2.575 0.2 0.1 -0.1 0.05
H -0.173 4.790 2.061 0.0 -0.3 -0.2 0.12
N 1.120 2.520 -0.165 0.0 0.0 0.3 0.08
H 3.429 5.358 -2.710 0.1 0.1 -0.3 0.10
C 4.893 5.775 0.335 -0.1 0.1 -0.5 -0.06
C 2.921 0.262 3.989 0.0 -0.8 -0.6 -0.09
H 5.316 4.167 1.703 -0.6 0.2 -0.6 0.13
C -2.212 -6.481 -3.842 0.5 -0.3 0.4 -0.08
H 3.802 0.553 4.542 0.0 0.1 0.0 0.10
C 0.353 -3.090 -2.871 0.6 0.0 0.1 -0.01
C 2.949 -0.936 3.233 -1.4 0.6 0.3 -0.08
H 0.208 -2.866 -3.931 0.1 -0.1 0.1 0.11
H -4.492 -4.685 -0.534 0.2 -0.2 -0.2 0.08
N 3.114 1.279 0.194 0.4 0.0 0.5 0.12
C -0.014 5.525 0.027 0.5 -0.9 -0.2 -0.09
C -1.248 -5.362 -3.448 0.4 0.0 0.3 -0.20
C 4.228 3.485 -0.022 0.2 0.8 -0.4 -0.19
H -0.736 -4.919 -4.292 -0.2 -0.1 -0.6 0.11
C 0.651 0.648 3.250 0.9 0.4 0.6 -0.15
N -1.258 -2.450 -1.210 0.3 -2.0 -1.7 -0.03
Si -0.796 -0.812 1.341 -0.6 -0.1 1.7 0.58
C 4.853 4.459 0.744 0.3 0.3 1.1 -0.03
C -2.341 -2.455 3.074 0.2 -1.9 0.9 -0.11
```
Forces are in eV/Å.

---

# 5
Here is a cluster of 2 separate species, C19H25BCl3N3OS in total in a non-equilibrium geometry from OMol25. Energies are from wB97M-V/def2-TZVPD.

Summary:
Net charge: 0
LUMO energy, Ha: -0.0622
Largest force on an atom, hartree/bohr: 0.0455
Kohn-Sham gap, eV: 7.05
HOMO, eV: -8.74
E_tot, eV: -75705.8276

```
53
Properties=species:S:1:pos:R:3:forces:R:3:nbo_charge:R:1
N 0.458 -2.424 -2.499 0.0 0.1 1.5 -0.48
H -4.164 4.085 0.326 0.4 -0.1 0.1 0.22
H -0.112 -3.963 -4.116 -0.6 0.1 0.1 0.29
Cl 2.716 3.307 4.081 -0.1 -0.1 -0.1 -0.24
H 0.691 0.154 3.653 0.0 0.1 -0.1 0.26
C -3.071 4.087 0.361 -0.3 0.2 -0.3 -0.22
H 3.352 -1.300 -1.044 0.0 -0.2 -0.2 0.22
C -2.396 5.191 -0.169 0.4 -0.6 0.2 -0.17
S -1.405 -4.244 -2.043 -0.1 0.3 -1.2 0.33
H 1.581 -1.143 2.850 0.0 0.5 -0.1 0.20
H -1.289 -1.810 1.538 -0.2 -0.1 -0.4 0.23
H 0.803 -3.016 1.704 0.0 -0.1 -0.3 0.23
C -1.181 -3.858 -3.879 -0.6 -0.8 0.1 -0.59
Cl 0.172 4.932 3.567 0.1 -0.2 -0.1 -0.27
H 3.239 -2.132 -2.616 -0.1 0.0 0.3 0.24
H -2.950 2.157 1.338 0.2 0.5 -0.1 0.21
H -0.426 6.011 -0.545 -0.2 -0.2 0.1 0.22
H 2.064 0.586 -1.975 -0.2 -0.1 -0.3 0.22
C -0.311 2.040 1.918 0.8 1.1 1.0 0.33
H -0.954 1.619 2.769 0.7 0.2 -1.4 0.23
H 2.735 -2.978 -1.132 0.1 0.3 -0.2 0.22
C 0.653 -3.431 0.698 0.2 -0.2 0.2 -0.62
H -1.947 -1.291 -0.071 0.1 -0.1 0.3 0.23
H 0.432 0.327 -2.668 0.3 0.0 0.0 0.23
C -1.997 -4.793 -4.692 -0.9 -1.0 -0.5 0.25
C -2.384 3.004 0.921 0.0 -0.1 0.0 -0.18
H 2.168 0.569 2.767 -0.2 -0.4 0.2 0.25
B 0.941 3.227 3.613 -0.3 0.2 1.3 0.46
C 2.757 -2.005 -1.636 0.1 -0.3 -0.3 -0.63
C 1.172 -0.310 0.364 -0.7 -0.7 -1.3 0.25
C 1.349 -1.443 -1.828 -0.4 0.1 0.2 0.28
H -2.105 -2.969 0.463 0.1 0.1 0.1 0.23
N 0.671 -1.228 -0.510 1.2 0.9 0.6 -0.40
H 0.803 4.110 0.425 -0.5 0.1 0.0 0.24
C -0.290 4.093 0.386 -0.3 -0.6 0.7 -0.16
C 0.494 0.152 1.502 -1.3 0.0 -0.3 -0.38
C -1.446 -2.091 0.488 -0.4 -0.3 -0.1 -0.62
H 1.620 -3.689 0.259 -0.2 0.1 0.2 0.22
H -2.923 6.026 -0.646 0.1 -0.4 0.4 0.22
N -2.648 -5.549 -5.295 1.3 1.5 1.1 -0.29
O 0.823 2.557 2.347 0.1 0.1 -0.1 -0.72
C -0.981 2.992 0.983 -0.5 0.3 -1.0 -0.07
H 0.088 -4.368 0.804 0.0 0.3 -0.1 0.23
C -0.116 -2.435 -0.171 -0.9 0.0 -0.4 0.07
Cl -0.080 2.234 4.942 0.3 0.2 -0.2 -0.33
H 2.203 0.015 0.102 -0.6 -0.1 0.5 0.20
H -0.595 0.064 1.484 0.5 -1.4 0.1 0.23
C 1.276 -0.083 2.764 0.5 0.2 0.3 -0.65
C 1.436 -0.103 -2.555 -0.4 -0.2 -0.2 -0.62
H 1.883 -0.250 -3.546 -0.1 0.1 0.2 0.23
C -0.997 5.178 -0.132 0.3 -0.4 -0.3 -0.21
H -1.517 -2.820 -4.037 0.3 -0.5 0.0 0.27
C -0.297 -2.991 -1.612 1.6 1.6 -0.3 0.12
```
Forces are in eV/Å.

---

# 6
Here is the ion C6H8N3O2 with charge +1 in a non-equilibrium geometry from OMol25. Energies are from wB97M-V/def2-TZVPD.

Summary:
Net charge: +1
SMILES: O=C/N=C1\CNC[C@H]1C=[N+]=O
LUMO energy, Ha: -0.2931
Largest force on an atom, hartree/bohr: 0.0969
Kohn-Sham gap, eV: 5.32
HOMO, eV: -13.29
Energy above the lowest of the compared OMol25 structures with the same formula, charge and spin, kJ/mol: 517.21
E_tot, eV: -14902.8666

```
19
Properties=species:S:1:pos:R:3:forces:R:3:nbo_charge:R:1
H 1.945 3.203 -0.597 -0.4 -0.3 1.1 0.13
O 2.851 -2.802 -0.386 -1.0 -0.3 -0.9 0.00
C 1.471 2.864 0.401 1.2 1.7 -3.0 0.52
O 1.604 3.464 1.410 0.1 0.4 1.7 -0.52
C 0.853 -1.701 -0.892 -4.0 2.1 -2.2 0.01
N 0.770 1.770 0.184 -2.0 -3.6 0.1 -0.41
H -1.121 -2.206 0.291 -0.1 -2.3 0.2 0.22
N 1.836 -2.387 -0.760 2.6 -0.1 1.7 0.37
H -1.984 1.731 0.301 0.5 -1.5 -1.1 0.24
H -0.956 -1.205 1.748 -0.6 0.1 1.9 0.23
H -2.958 -0.634 -0.043 -1.0 -0.2 0.5 0.41
H 1.101 -0.700 0.938 1.5 0.0 1.5 0.25
H 0.085 -1.808 -1.749 1.5 -0.2 1.1 0.34
C -0.948 -1.274 0.710 -1.8 2.4 -3.2 -0.22
N -1.995 -0.455 -0.132 3.2 -1.3 1.1 -0.64
C 0.354 -0.672 0.221 -0.4 -0.8 -0.4 -0.26
C -1.505 0.858 -0.301 0.2 2.7 -0.1 -0.30
C -0.041 0.826 0.034 1.6 0.9 -0.4 0.39
H -1.361 1.129 -1.376 -1.1 0.2 0.4 0.23
```
Forces are in eV/Å.